[1]
64
Properties=species:S:1:pos:R:3 method="wB97M-V/def2-TZVPD" relative_energy_kj_mol=101.4 total_energy_ev=-127352.862 multiplicity=1 gap_ev=7.27 charge=-1
Y -0.97614 0.44799 0.31283
C -2.81891 2.22913 -0.44098
C -3.47967 0.98167 -0.55110
C -2.84828 0.24501 -1.58234
C -1.82367 1.05148 -2.13716
C -1.80067 2.27588 -1.42594
C -0.90445 3.44709 -1.71009
C -1.02005 0.72700 -3.35941
C -3.24144 -1.11557 -2.07686
C -4.74477 0.59981 0.15808
C -3.22963 3.36353 0.45097
H -0.01423 3.14058 -2.25951
H -0.56402 3.93106 -0.79144
H -1.41921 4.21005 -2.30356
H -0.03481 1.19559 -3.33360
H -1.52573 1.08095 -4.26355
H -0.87440 -0.34850 -3.46505
H -2.36833 -1.68117 -2.40647
H -3.93576 -1.05149 -2.92100
H -3.73323 -1.69575 -1.29416
H -4.89721 -0.48056 0.15279
H -5.60733 1.05647 -0.33901
H -4.73049 0.90587 1.20319
H -2.37348 3.96311 0.77006
H -3.71778 2.99460 1.35301
H -3.92332 4.03853 -0.06144
I 1.10962 2.49298 1.91229
C 2.43599 0.89862 2.25720
C 3.71121 1.23672 2.60661
C 4.63095 0.21766 2.93419
C 4.22614 -1.08409 2.92383
C 2.90108 -1.43720 2.56411
C 2.49475 -2.79181 2.57506
C 1.22141 -3.12276 2.21058
C 0.32071 -2.12228 1.78724
C 0.63349 -0.77213 1.75064
C 1.95466 -0.43766 2.18257
H 4.01460 2.27419 2.64303
H 5.64636 0.47978 3.20477
H 4.91749 -1.87562 3.19208
H 3.21040 -3.54806 2.87866
H 0.90468 -4.16039 2.22657
H -0.66719 -2.45353 1.47182
Br 5.77214 -2.93901 -4.19552
C 4.27588 -2.16817 -3.31059
C 4.34939 -0.85121 -2.88812
C 3.25531 -0.29551 -2.24365
C 2.10866 -1.04975 -2.03096
C 2.05876 -2.37062 -2.45550
C 3.14504 -2.94000 -3.10189
C 0.94049 -0.44466 -1.31854
O -0.08745 -1.14805 -1.11397
O 1.01543 0.74898 -0.91841
H 5.24888 -0.27575 -3.05681
H 3.27698 0.72629 -1.88859
H 1.16277 -2.94600 -2.26488
H 3.11710 -3.96815 -3.43461
F -1.95617 1.43669 2.44883
C -2.94900 0.44851 2.82188
F -2.51206 -0.63154 1.90430
C -2.42290 -0.04450 4.16451
F -1.11397 -0.35918 4.24193
F -2.63876 0.90860 5.09540
F -3.10587 -1.14371 4.54569

=====

[2]
58
Properties=species:S:1:pos:R:3 method="wB97M-V/def2-TZVPD" total_energy_ev=-93203.264 multiplicity=1 gap_ev=6.87 charge=0
C -0.68740 0.39881 3.47987
C 0.50355 0.52886 2.71329
C 0.44136 1.78525 2.01614
H 1.29294 -0.19712 2.62913
C -0.75483 2.44046 2.40410
C -1.48515 1.57162 3.25396
H -2.46232 1.75953 3.66390
H -0.97173 -0.44704 4.08051
H 1.17836 2.16393 1.32932
H -1.12409 3.36195 1.98909
Lu -1.17997 0.51262 1.40038
Cl -2.33703 1.45540 -0.32249
P 0.92795 -0.16757 -1.72408
C 2.03508 1.12502 -2.42253
C 3.37363 0.91440 -2.74597
H 3.81859 -0.05739 -2.58542
C 4.13961 1.94399 -3.27491
H 5.17884 1.76682 -3.51932
C 3.57728 3.19296 -3.49575
H 4.17586 3.99369 -3.90989
C 2.24347 3.41217 -3.17706
H 1.79888 4.38505 -3.34016
C 1.48190 2.38918 -2.63473
H 0.44599 2.56908 -2.37372
C 2.12527 -1.51139 -1.34232
C 2.78227 -1.44745 -0.11225
H 2.56119 -0.63502 0.56938
C 3.71389 -2.41017 0.24237
H 4.21869 -2.34447 1.19722
C 3.98731 -3.46471 -0.61895
H 4.70690 -4.22285 -0.33889
C 3.32877 -3.54428 -1.83750
H 3.53592 -4.36416 -2.51288
C 2.40685 -2.57212 -2.20032
H 1.90497 -2.63775 -3.15527
C 0.11724 -0.81748 -3.24237
C 0.51843 -0.49848 -4.53779
H 1.35283 0.17091 -4.69142
C -0.14568 -1.03614 -5.63176
H 0.17514 -0.77804 -6.63255
C -1.21129 -1.90496 -5.44626
H -1.72647 -2.32407 -6.30055
C -1.61774 -2.22932 -4.15837
H -2.45211 -2.90114 -4.00551
C -0.96507 -1.68121 -3.06554
H -1.29500 -1.92522 -2.06292
Te -3.91194 -0.49197 2.25340
C -4.21026 0.00465 4.29711
C -3.84990 -0.85095 5.34080
C -4.11336 -0.47777 6.66653
C -4.73465 0.74464 6.94585
C -5.09835 1.59967 5.90295
C -4.84131 1.22569 4.58154
H -3.37861 -1.80025 5.12646
H -3.84190 -1.14017 7.47718
H -4.93938 1.03045 7.96939
H -5.58135 2.54447 6.11397
H -5.13208 1.88937 3.77558

=====

[3]
73
Properties=species:S:1:pos:R:3 method="wB97M-V/def2-TZVPD" relative_energy_kj_mol=60.2 total_energy_ev=-132124.533 multiplicity=2 s2=0.802 gap_ev="7.67 / 7.84" charge=-1
Co -0.33174 -0.28226 -0.42466
F -3.18856 -1.80138 3.63047
C -2.16196 -1.79327 2.77166
F -2.63518 -2.04126 1.56272
F -1.29838 -2.73475 3.13373
S -1.34680 -0.13673 2.90920
O -0.38420 0.05011 1.84105
O -0.85494 -0.15216 4.25323
N -2.54947 0.85706 2.75065
S -2.91994 1.41561 1.31613
O -2.50345 2.77697 1.13082
O -2.67653 0.47680 0.23758
C -4.73957 1.47883 1.48654
F -5.26009 1.71227 0.28016
F -5.22967 0.33255 1.94706
F -5.10034 2.46253 2.30731
C -2.32912 1.58940 -2.90435
C -2.07661 2.99961 -2.43724
C -2.95767 4.01100 -2.80956
C -2.76704 5.32763 -2.41604
C -1.67559 5.65781 -1.62957
C -0.78821 4.66290 -1.24266
C -0.96819 3.34086 -1.64369
P 0.15057 2.01187 -1.06993
C 1.35188 2.87557 0.01138
C 1.05545 2.77943 1.37033
C 1.88179 3.32709 2.34027
C 3.03562 3.98366 1.94864
C 3.32734 4.10752 0.59653
C 2.50341 3.57340 -0.39223
C 2.88032 3.81730 -1.83439
C 1.00928 1.45508 -2.57687
C 0.93971 2.05287 -3.82794
C 1.41149 1.38886 -4.95101
C 1.92998 0.10443 -4.80833
C 1.99888 -0.49342 -3.55859
C 1.55893 0.17628 -2.41438
C 1.54401 -0.43427 -1.06640
H -3.34193 1.49690 -3.29625
H -2.21771 0.86494 -2.09593
H -1.62790 1.29947 -3.69221
H -3.82203 3.74950 -3.40974
H -3.47551 6.09007 -2.71665
H -1.51953 6.67865 -1.30382
H 0.04920 4.91898 -0.60510
H 0.15309 2.26229 1.67649
H 1.62294 3.22608 3.38644
H 3.70619 4.40596 2.68786
H 4.21728 4.64561 0.28878
H 3.66868 4.56854 -1.88620
H 2.02934 4.17635 -2.41608
H 3.23823 2.91007 -2.32386
H 0.49044 3.03570 -3.93077
H 1.34836 1.85313 -5.92699
H 2.26991 -0.43968 -5.68266
H 2.38799 -1.50090 -3.45630
H 2.04924 0.15930 -0.30041
H 1.89508 -1.46350 -1.04484
O -1.23052 -1.38837 -1.89225
N -1.09878 -2.64193 -1.77689
N -0.59936 -2.99193 -0.64934
O -0.23899 -2.15722 0.29539
C -0.38333 -4.39465 -0.43407
C 0.62261 -4.76791 0.43880
C 0.85016 -6.11810 0.66450
C 0.07645 -7.07924 0.02764
C -0.93701 -6.68378 -0.83655
C -1.17788 -5.33723 -1.06707
H 1.19351 -3.99589 0.93554
H 1.63742 -6.41783 1.34501
H 0.25360 -8.13134 0.21219
H -1.55618 -7.42639 -1.32447
H -1.96574 -5.00979 -1.73030

=====

[4]
68
Properties=species:S:1:pos:R:3 method="wB97M-V/def2-TZVPD" relative_energy_kj_mol=0.0 total_energy_ev=-55335.303 multiplicity=2 s2=0.754 gap_ev="7.44 / 6.57" charge=0
Ru -0.48534 0.56028 0.57392
C 1.83968 -1.07028 -0.46358
N 0.37537 -1.01094 -0.60745
C -0.28023 -2.25385 -0.18707
C -0.37507 -2.17589 1.30149
N -0.23763 -1.02821 1.92758
C -0.37838 -1.30657 3.29153
C -0.29033 -0.48949 4.41577
C -0.47378 -1.08651 5.64728
C -0.72543 -2.45962 5.77655
C -0.79149 -3.28403 4.67177
C -0.61118 -2.67712 3.43597
N -0.59119 -3.19853 2.14873
C 2.30478 0.31903 -0.21660
N 1.51128 1.21084 0.32245
C 2.20417 2.42099 0.30154
C 1.81911 3.70642 0.67082
C 2.73898 4.71837 0.48615
C 4.01263 4.47312 -0.04901
C 4.40404 3.20401 -0.42525
C 3.47096 2.19087 -0.24132
N 3.50131 0.83618 -0.55564
H 2.29353 -1.46974 -1.37159
H 2.10171 -1.70392 0.38761
H 0.19521 -0.76505 -1.59332
H 0.28123 -3.13773 -0.50490
H -1.27721 -2.28532 -0.62254
H -0.06571 0.56172 4.31816
H -0.41703 -0.47756 6.53959
H -0.86340 -2.88276 6.76249
H -0.97400 -4.34622 4.76554
H -0.74282 -4.15626 1.88493
H 0.84524 3.88694 1.09802
H 2.47339 5.72972 0.76304
H 4.70062 5.29814 -0.17529
H 5.38061 3.01222 -0.84909
H 4.24083 0.34030 -1.02236
N 1.98572 1.94299 -3.52638
C 1.00429 0.99748 -3.73655
O 0.92711 0.01859 -2.96403
C 0.12820 1.19094 -4.83598
C -0.90460 0.25231 -5.07030
N -1.74320 -0.52029 -5.25000
C 0.21870 2.36852 -5.60503
N 0.31543 3.38891 -6.14288
H 2.35160 1.99213 -2.59124
H 1.93999 2.80975 -4.03838
C -1.86073 3.25557 -2.91635
C -1.34135 2.47248 -1.80916
N -0.93944 1.86105 -0.93308
H -2.40460 2.59519 -3.59067
H -1.04014 3.71475 -3.46541
H -2.52816 4.02524 -2.53191
O 0.30237 2.30126 2.88003
C -0.91471 2.40582 2.70838
O -1.55151 1.83102 1.75085
C -1.75819 3.22628 3.63865
C -3.13775 3.30017 3.47714
C -3.89681 4.05849 4.35521
C -3.28092 4.74310 5.39461
C -1.90391 4.66970 5.55746
C -1.14347 3.91170 4.68048
H -3.59976 2.75702 2.66420
H -4.97050 4.11505 4.23071
H -3.87549 5.33465 6.07925
H -1.42453 5.20400 6.36766
H -0.06903 3.83907 4.78579
F -2.15644 -0.29540 0.17698

=====

Please write out number 1 again, unchanged.
64
Properties=species:S:1:pos:R:3 method="wB97M-V/def2-TZVPD" relative_energy_kj_mol=101.4 total_energy_ev=-127352.862 multiplicity=1 gap_ev=7.27 charge=-1
Y -0.97614 0.44799 0.31283
C -2.81891 2.22913 -0.44098
C -3.47967 0.98167 -0.55110
C -2.84828 0.24501 -1.58234
C -1.82367 1.05148 -2.13716
C -1.80067 2.27588 -1.42594
C -0.90445 3.44709 -1.71009
C -1.02005 0.72700 -3.35941
C -3.24144 -1.11557 -2.07686
C -4.74477 0.59981 0.15808
C -3.22963 3.36353 0.45097
H -0.01423 3.14058 -2.25951
H -0.56402 3.93106 -0.79144
H -1.41921 4.21005 -2.30356
H -0.03481 1.19559 -3.33360
H -1.52573 1.08095 -4.26355
H -0.87440 -0.34850 -3.46505
H -2.36833 -1.68117 -2.40647
H -3.93576 -1.05149 -2.92100
H -3.73323 -1.69575 -1.29416
H -4.89721 -0.48056 0.15279
H -5.60733 1.05647 -0.33901
H -4.73049 0.90587 1.20319
H -2.37348 3.96311 0.77006
H -3.71778 2.99460 1.35301
H -3.92332 4.03853 -0.06144
I 1.10962 2.49298 1.91229
C 2.43599 0.89862 2.25720
C 3.71121 1.23672 2.60661
C 4.63095 0.21766 2.93419
C 4.22614 -1.08409 2.92383
C 2.90108 -1.43720 2.56411
C 2.49475 -2.79181 2.57506
C 1.22141 -3.12276 2.21058
C 0.32071 -2.12228 1.78724
C 0.63349 -0.77213 1.75064
C 1.95466 -0.43766 2.18257
H 4.01460 2.27419 2.64303
H 5.64636 0.47978 3.20477
H 4.91749 -1.87562 3.19208
H 3.21040 -3.54806 2.87866
H 0.90468 -4.16039 2.22657
H -0.66719 -2.45353 1.47182
Br 5.77214 -2.93901 -4.19552
C 4.27588 -2.16817 -3.31059
C 4.34939 -0.85121 -2.88812
C 3.25531 -0.29551 -2.24365
C 2.10866 -1.04975 -2.03096
C 2.05876 -2.37062 -2.45550
C 3.14504 -2.94000 -3.10189
C 0.94049 -0.44466 -1.31854
O -0.08745 -1.14805 -1.11397
O 1.01543 0.74898 -0.91841
H 5.24888 -0.27575 -3.05681
H 3.27698 0.72629 -1.88859
H 1.16277 -2.94600 -2.26488
H 3.11710 -3.96815 -3.43461
F -1.95617 1.43669 2.44883
C -2.94900 0.44851 2.82188
F -2.51206 -0.63154 1.90430
C -2.42290 -0.04450 4.16451
F -1.11397 -0.35918 4.24193
F -2.63876 0.90860 5.09540
F -3.10587 -1.14371 4.54569